Below is a 2-piece molecular cluster, C15H30IN2O4 overall at a distorted geometry, with properties calculated with the ωB97M-V functional and the def2-TZVPD basis.

HOMO-LUMO gap   0.2257 hartree
LUMO level   -0.1230 Eh
E_tot   -1297.2289 a.u.
Spin multiplicity   1
Charge   +1

Positions of all 52 atoms, in Å:
I: 0.92679 -2.07560 -0.25508
O: 0.80726 -3.95025 4.12304
O: 5.21440 -2.56497 4.39242
O: -3.39993 2.48333 -3.52325
O: 1.95386 -3.13966 2.29342
N: 2.89636 -2.81763 4.52652
N: -0.76988 2.73676 -1.91579
C: 2.81178 -3.28348 5.94608
C: 1.83020 -3.34973 3.69340
C: 0.50237 1.95634 -1.56930
C: 0.28380 -4.69905 1.14472
C: -0.46776 4.18104 -1.48709
C: 4.49974 -4.61730 3.23437
C: -4.53827 3.32641 -3.38108
C: 1.23969 -5.65799 0.62943
C: -2.25145 0.71402 -1.35369
C: -1.55331 5.20997 -1.73773
C: -1.91120 2.16749 -1.06907
C: 4.24443 -3.28031 4.05818
C: -2.25475 3.13293 -4.04811
C: -0.96615 2.57750 -3.43714
C: 0.67359 -3.20977 1.63143
H: -1.37298 6.07856 -1.09693
H: -2.55924 4.85622 -1.51735
H: -1.60222 2.26625 -0.02407
H: -1.42020 0.04380 -1.12496
H: 1.33800 2.41389 -2.10108
H: 1.76181 -3.32581 6.37312
H: 1.79328 -6.31236 1.38203
H: -0.17549 -2.68704 2.17596
H: -3.08686 0.41188 -0.71724
H: -0.82578 -4.99006 1.25874
H: 4.23478 -5.57236 3.81402
H: -2.31813 4.21486 -3.94815
H: -1.50961 5.59278 -2.75677
H: 0.45068 4.48069 -2.00233
H: -4.46987 4.24126 -3.97487
H: -2.23021 2.92681 -5.12396
H: -2.78604 2.79904 -1.20261
H: -0.10099 3.05371 -3.90641
H: -4.65181 3.58612 -2.32539
H: 3.39131 -4.26618 6.11822
H: 0.38677 0.92371 -1.89296
H: 4.00540 -4.59099 2.19758
H: 3.37883 -2.50036 6.57438
H: 1.45428 -5.77782 -0.49228
H: -0.91322 1.50495 -3.63531
H: -5.42140 2.76511 -3.68974
H: 0.65909 2.00980 -0.49163
H: 5.62790 -4.66039 3.03321
H: -0.25450 4.13661 -0.41478
H: -2.55514 0.53725 -2.38413

Atomic forces in eV per Å
-0.1 -0.4 0.7
3.6 2.4 -1.2
-3.3 -2.5 -1.0
0.3 0.4 -0.1
-0.4 0.7 1.9
-0.5 -2.8 -2.1
0.6 -0.1 0.1
0.8 0.6 2.1
-2.9 -1.8 1.0
-0.5 0.3 -0.3
0.2 0.4 0.0
-0.2 -0.1 0.0
0.5 0.1 -0.3
-0.2 -0.2 0.2
-0.3 0.6 0.7
0.2 -0.2 -0.2
0.0 0.4 -0.2
-0.2 -0.1 0.0
3.3 2.1 0.3
-0.2 -0.2 0.0
-0.3 0.0 0.4
-0.5 -2.6 1.1
0.0 -0.2 0.0
0.0 0.0 0.0
0.2 0.1 -0.2
-0.1 0.0 0.1
-0.1 0.0 0.1
1.3 -0.1 -1.1
0.9 2.1 -1.1
1.3 -0.7 -0.5
0.1 0.2 0.0
1.3 1.4 -2.0
0.0 1.6 -0.8
0.0 -0.1 0.1
-0.1 -0.1 0.1
-0.1 -0.2 0.1
0.0 -0.1 0.0
0.4 0.0 0.0
0.2 0.0 -0.2
-0.1 0.0 0.1
-0.1 0.2 0.0
-1.2 1.3 -0.4
0.0 0.1 0.1
0.4 -0.1 1.8
-0.8 -1.2 -1.1
-1.8 -1.3 1.7
0.0 0.1 0.1
0.1 0.1 0.0
0.0 0.0 -0.1
-1.7 0.2 0.5
0.0 -0.2 -0.2
-0.1 0.2 0.1